Record 1
75
Properties=species:S:1:pos:R:3 method="wB97M-V/def2-TZVPD" fmax_ev_per_a=6.12 orbital_gap_ev=8.03 homo_energy_ev=-8.47 total_energy_ev=-59845.482 smiles="CCOB(O)O[P@](=O)(O)OCCCI.COCCNCCOC.COCCNCCOC" total_charge=0 e_above_lowest_ev=4.000
C 2.837 -0.671 0.355
C 1.462 -0.950 -0.543
O 0.546 -1.915 0.085
B -0.652 -2.170 -0.757
O -0.753 -1.437 -2.068
O -1.755 -3.097 -0.436
P -3.100 -2.225 0.329
O -2.434 -0.850 0.845
O -3.612 -3.219 1.662
O -4.338 -1.799 -0.811
C -5.677 -2.239 -0.400
C -6.851 -1.207 -0.998
C -6.963 0.165 -0.058
I -8.795 0.227 1.166
H 3.598 -0.046 -0.301
H 2.615 -0.004 1.317
H 3.314 -1.686 0.753
H 0.942 0.093 -0.800
H 1.823 -1.391 -1.575
H -1.048 -0.503 -1.781
H -4.006 -2.590 2.360
H -5.878 -3.268 -0.953
H -5.863 -2.275 0.753
H -7.925 -1.719 -0.910
H -6.667 -0.901 -2.112
H -6.049 0.312 0.659
H -7.019 1.082 -0.787
C -3.166 2.606 7.372
O -2.099 1.694 7.575
C -2.407 0.349 7.187
C -1.673 -0.034 5.888
N -2.227 0.676 4.732
C -1.389 0.620 3.529
C 0.053 1.161 3.621
O 0.145 2.577 3.775
C -0.071 3.045 5.099
H -2.939 3.527 7.915
H -3.276 2.859 6.318
H -4.115 2.207 7.757
H -3.486 0.176 7.109
H -2.030 -0.295 7.990
H -1.763 -1.112 5.725
H -0.617 0.202 6.032
H -2.364 1.652 4.974
H -1.915 1.200 2.760
H -1.360 -0.416 3.172
H 0.539 0.939 2.663
H 0.653 0.647 4.380
H 0.323 2.357 5.853
H -1.134 3.229 5.256
H 0.442 4.004 5.212
C 2.222 -0.570 -3.809
O 3.583 -0.639 -3.420
C 4.292 -1.745 -3.994
C 5.269 -1.268 -5.086
N 4.551 -0.804 -6.278
C 5.377 -0.041 -7.222
C 6.077 1.234 -6.709
O 5.193 2.315 -6.409
C 4.542 2.215 -5.150
H 1.709 0.131 -3.145
H 2.120 -0.198 -4.829
H 1.727 -1.548 -3.722
H 3.618 -2.524 -4.365
H 4.884 -2.185 -3.183
H 5.933 -2.092 -5.364
H 5.876 -0.472 -4.652
H 3.775 -0.216 -5.993
H 4.713 0.250 -8.045
H 6.128 -0.714 -7.651
H 6.715 1.596 -7.523
H 6.754 1.041 -5.870
H 5.181 1.765 -4.385
H 3.611 1.658 -5.259
H 4.276 3.224 -4.821

Record 2
66
Properties=species:S:1:pos:R:3 method="wB97M-V/def2-TZVPD" fmax_ev_per_a=3.92 orbital_gap_ev="4.15 / 3.59" homo_energy_ev="-16.39 / -16.36" total_energy_ev=-88000.867 total_charge=+3 e_above_lowest_ev=2.377
W 0.164 -0.174 0.067
C -0.447 3.615 0.013
C -1.856 3.191 0.352
S -2.156 1.479 -0.257
C -3.412 0.936 0.977
C -3.730 -0.543 0.851
S -2.265 -1.628 0.644
C -1.787 -2.090 2.349
C -1.328 -0.952 3.238
S 0.242 -0.188 2.634
C -0.056 1.593 3.029
C 0.925 2.478 2.287
S 0.840 2.377 0.449
H -0.182 4.547 0.513
H -0.325 3.750 -1.063
H -2.568 3.847 -0.151
H -2.055 3.227 1.422
H -4.314 1.523 0.789
H -3.040 1.187 1.969
H -4.345 -0.739 -0.029
H -4.289 -0.885 1.722
H -1.006 -2.846 2.220
H -2.649 -2.583 2.802
H -1.114 -1.347 4.236
H -2.082 -0.172 3.332
H 0.096 1.722 4.106
H -1.094 1.833 2.793
H 1.951 2.200 2.536
H 0.779 3.524 2.560
C -4.870 -1.293 -4.923
C -4.316 -0.066 -4.153
C -4.820 1.195 -4.884
C -4.870 -0.072 -2.728
C -2.815 -0.110 -4.213
C -2.173 -0.003 -5.471
C -0.808 0.035 -5.595
C -0.032 -0.002 -4.438
S 1.685 0.024 -4.293
C 1.520 -0.013 -2.569
N 0.262 -0.058 -2.118
C -0.642 -0.091 -3.162
C -2.022 -0.208 -3.067
C 2.624 -0.001 -1.652
C 3.963 0.027 -2.075
C 4.970 -0.022 -1.138
C 4.668 -0.091 0.218
C 3.336 -0.120 0.641
C 2.306 -0.044 -0.272
H -5.955 -1.283 -4.860
H -4.490 -2.212 -4.481
H -4.596 -1.280 -5.973
H -5.905 1.239 -4.839
H -4.534 1.216 -5.930
H -4.412 2.084 -4.405
H -5.945 0.085 -2.754
H -4.432 0.733 -2.141
H -4.688 -1.030 -2.249
H -2.767 0.052 -6.368
H -0.344 0.098 -6.567
H -2.464 -0.386 -2.100
H 4.195 0.060 -3.130
H 6.001 -0.025 -1.457
H 5.464 -0.122 0.949
H 3.133 -0.193 1.705
O 0.490 -1.844 0.120
O 0.801 -3.020 0.281